1.
{
  "formula": "C6H12N2",
  "method": "ωB97M-V/def2-TZVPD",
  "species": ["C", "C", "H", "C", "C", "N", "H", "H", "N", "H", "H", "H", "H", "C", "H", "H", "C", "H", "H", "H"],
  "positions_angstrom": [[1.9098, -0.6459, -0.5081], [0.3959, 1.6209, -0.1904], [2.7572, -1.2245, -1.1900], [-2.3283, 0.1575, 0.7984], [-1.9193, -1.1280, 0.0821], [-0.1643, 0.1929, 0.0209], [-3.4552, 0.3032, 0.7600], [-1.5717, 0.3717, 1.7594], [0.8272, -0.4044, -1.0217], [3.2614, -1.1281, 1.2496], [-1.5233, 0.5103, -1.7302], [-1.3046, -2.0357, 0.4795], [1.4698, -0.1496, 1.6333], [-1.4556, 0.1661, -0.6202], [1.9636, 1.3422, -0.9562], [-0.7803, 2.5287, -1.0363], [2.4433, -0.2732, 1.0692], [0.4414, 2.1751, 1.4513], [2.9593, 0.7084, 1.0404], [-3.1339, -1.3056, -0.2420]],
  "atomic_forces_ev_per_a": [[5.9, -1.8, 2.3], [-0.4, 1.9, 2.0], [-2.2, 1.7, 1.6], [2.4, 0.1, 0.4], [-5.2, -0.7, -1.3], [4.5, 3.9, -4.5], [1.9, 0.4, 0.6], [-2.7, 0.2, -2.6], [-3.7, -1.3, 0.3], [-2.3, 1.9, 0.3], [-0.4, -0.6, 2.4], [-1.1, 2.1, -0.9], [1.6, -0.7, -0.1], [-0.8, -2.3, 2.8], [-4.0, 1.7, 1.9], [3.2, -2.1, 2.2], [-0.1, -1.7, -2.9], [0.0, -0.9, -4.1], [-0.3, -0.6, -0.1], [3.8, -1.1, 0.1]],
  "nbo_charge": [0.106, -0.470, 0.199, -0.410, -0.439, -0.441, 0.231, 0.245, -0.300, 0.233, 0.260, 0.248, 0.255, -0.104, 0.263, 0.210, -0.693, 0.176, 0.232, 0.198],
  "orbital_gap_ev": 8.9,
  "e_tot_ha": -344.7763,
  "max_force_ev_per_a": 7.433,
  "lumo_energy_ha": -0.0105
}

2.
{
  "formula": "C19H38MgO2P2",
  "method": "ωB97M-V/def2-TZVPD",
  "species": ["H", "C", "H", "H", "C", "C", "H", "H", "H", "H", "H", "H", "C", "H", "H", "H", "H", "H", "C", "C", "H", "H", "P", "H", "C", "C", "H", "C", "H", "H", "H", "O", "H", "H", "H", "C", "C", "H", "H", "H", "C", "H", "P", "H", "H", "Mg", "H", "C", "C", "H", "O", "H", "H", "C", "C", "H", "H", "C", "C", "H", "H", "C"],
  "positions_angstrom": [[-0.7258, -0.9166, -0.1877], [1.6647, 2.9195, -1.7282], [-0.2261, 3.4779, -4.1101], [-0.9543, 2.8141, -0.1927], [2.4812, 0.8748, 2.8605], [-1.1689, 2.9098, -1.2698], [-2.5496, -1.6751, 0.7605], [-1.9742, 0.7086, -0.0396], [-1.2977, -4.8817, -1.6218], [-4.0221, 1.4828, 2.1029], [-2.1344, 2.4244, -1.4910], [-4.3007, 1.4868, 0.3406], [-1.3729, 0.6362, 2.0202], [-2.8958, 0.3543, 3.4622], [0.9077, -2.9622, -4.3682], [2.5115, -3.5459, -1.9743], [-0.0532, -4.4590, -4.0282], [-3.6421, -0.9631, 1.9574], [-2.4360, 0.5319, 0.9418], [-3.1857, -0.8080, 0.9641], [-1.1300, 1.9080, -4.2098], [2.8126, -1.1207, 3.6801], [0.1788, -2.9868, -2.0781], [1.6842, -3.8623, -0.4145], [-1.2754, -3.8201, -1.3271], [0.0221, -3.3736, -3.8628], [4.1764, 1.8405, 1.9705], [-1.8325, 0.5245, 3.3175], [1.0290, 0.7485, 5.1206], [1.8134, 2.8171, -0.6408], [4.1523, -0.5173, 2.6782], [0.5299, 0.7565, 0.6004], [-1.2176, -3.7366, -0.2306], [-3.1142, 2.6161, 1.0461], [-1.4238, 0.5364, 5.4318], [1.9214, -0.5491, -0.8164], [-0.1757, 2.3929, -3.9493], [-2.1921, -3.3138, -1.6739], [-1.2077, 3.9744, -1.5559], [2.5116, 2.4552, -2.2600], [0.3928, 0.7403, 4.2305], [2.6727, 2.7942, 1.8589], [0.1396, 2.0285, -2.1962], [1.3010, -0.4633, -3.4982], [2.9373, 1.3782, 0.7920], [0.1609, -0.4753, -2.1990], [0.6403, 1.9321, -4.5219], [3.0614, -0.5420, 2.7801], [0.0640, 0.7658, 1.8048], [2.8342, 1.2810, 3.8254], [3.0227, -0.7072, -0.5159], [-3.9909, -0.8054, 0.2191], [1.4845, -5.0222, -1.7854], [1.6059, -3.9633, -1.5079], [-3.5334, 1.6022, 1.1202], [2.6628, -1.0754, 1.9117], [-1.0914, -1.5144, -0.4732], [3.0915, 1.7844, 1.7964], [0.9467, 0.8528, 2.9667], [1.5785, 3.9831, -2.0106], [-0.8802, -2.8669, -4.2447], [-0.9893, 0.5939, 4.4226]],
  "atomic_forces_ev_per_a": [[-0.1, 0.0, 0.2], [0.1, -0.1, -0.2], [0.0, -0.3, -0.2], [-0.1, 0.0, -0.4], [-0.3, 0.2, 0.5], [0.0, 0.2, -0.2], [-0.1, 0.2, 0.2], [-0.1, -0.2, 0.2], [-0.1, 0.3, 0.2], [0.2, 0.2, -0.4], [0.3, 0.3, 0.1], [0.1, 0.1, 0.2], [1.1, -0.1, 0.4], [0.1, 0.1, 0.2], [-0.4, -0.1, 0.1], [-0.2, -0.2, 0.2], [0.0, 0.3, -0.1], [0.1, 0.0, -0.4], [-0.3, 0.2, -0.2], [0.0, -0.3, 0.1], [0.3, 0.3, -0.1], [0.0, 0.1, -0.2], [-0.5, -0.5, -0.6], [0.1, -0.1, -0.4], [0.1, -0.2, -0.1], [0.1, -0.4, 0.1], [-0.2, 0.1, -0.1], [0.3, 0.1, 0.6], [0.0, 0.1, -0.3], [-0.1, 0.0, -0.4], [-0.1, 0.0, 0.0], [0.2, 0.0, -0.9], [-0.1, -0.1, -0.4], [-0.2, -0.2, 0.1], [0.4, 0.0, -0.5], [3.2, -0.6, 0.7], [0.1, 0.3, 0.1], [0.3, -0.3, 0.2], [-0.1, -0.3, 0.1], [-0.2, 0.3, 0.2], [-0.7, 0.1, 0.3], [0.0, -0.1, -0.1], [-0.6, 0.0, 0.8], [0.0, -0.1, -0.5], [0.0, 0.3, 0.3], [0.8, 0.4, 0.6], [-0.3, 0.2, 0.0], [-0.1, -0.2, -0.1], [-0.6, -0.1, 0.8], [-0.2, -0.1, -0.2], [-2.8, 0.5, -0.6], [0.0, 0.0, 0.1], [0.1, 0.3, 0.1], [0.1, 0.0, 0.0], [0.1, 0.2, 0.0], [0.0, 0.0, 0.2], [0.2, 0.5, 0.1], [0.1, -0.2, -0.2], [-0.4, -0.4, -0.8], [0.1, -0.4, 0.1], [0.4, -0.2, 0.0], [-0.1, -0.1, 0.3]],
  "nbo_charge": [0.035, -0.948, 0.227, 0.276, -0.224, -0.953, 0.192, 0.200, 0.237, 0.208, 0.233, 0.193, -0.083, 0.187, 0.267, 0.257, 0.224, 0.211, -0.265, -0.598, 0.232, 0.207, 0.728, 0.252, -0.954, -0.944, 0.195, -0.220, 0.197, 0.279, 0.197, -0.870, 0.250, 0.210, 0.201, 0.453, -0.958, 0.241, 0.224, 0.247, -0.187, 0.205, 0.770, -0.731, 0.205, 1.498, 0.263, -0.594, 0.362, 0.193, -0.526, 0.194, 0.236, -0.944, -0.596, 0.195, -0.038, -0.596, -0.123, 0.230, 0.236, -0.296],
  "orbital_gap_ev": 5.8,
  "e_tot_ha": -1779.9548,
  "max_force_ev_per_a": 3.352,
  "lumo_energy_ha": -0.0150
}

3.
{
  "formula": "C19H47GeN2O6Si3Ti",
  "method": "ωB97M-V/def2-TZVPD",
  "species": ["C", "H", "Si", "N", "H", "H", "H", "N", "H", "C", "H", "C", "C", "Ge", "Si", "H", "H", "H", "H", "H", "C", "C", "O", "C", "C", "H", "O", "H", "C", "H", "H", "H", "C", "H", "O", "C", "H", "H", "O", "H", "H", "H", "H", "H", "C", "H", "Ti", "H", "H", "H", "H", "H", "C", "H", "H", "H", "C", "H", "H", "H", "H", "C", "O", "H", "H", "C", "H", "H", "C", "C", "H", "H", "H", "O", "H", "H", "H", "Si", "C"],
  "positions_angstrom": [[0.1092, -2.3876, 2.9906], [3.0164, -3.0901, 0.2797], [0.9458, 1.7744, 2.6044], [-0.6947, 1.6647, -1.9752], [1.3563, -3.6433, 0.1021], [-0.8552, 1.4211, -4.0794], [3.2981, -2.6288, 3.5727], [-1.7225, 1.8406, 0.3818], [-0.8176, -1.9440, 2.6217], [-3.8503, 0.0379, -2.4631], [1.5637, 3.6142, 1.0038], [-3.9937, -0.7008, -0.1820], [0.3852, -0.1039, -3.2347], [1.1617, 0.1650, 0.8216], [3.1005, 0.8014, -0.4620], [3.0152, 2.2561, -2.4873], [-0.0916, 3.8564, 1.5709], [-4.9218, 0.2417, -2.4022], [-2.0185, -2.5893, -4.7945], [-2.3841, -3.6217, -3.3872], [4.5554, 1.1757, 0.6552], [-0.6427, 1.5093, 3.5946], [-3.2825, 0.0858, -1.1347], [-3.0180, -1.1433, 0.9019], [2.7127, 2.3666, -1.4429], [-0.8672, 0.4490, 3.7296], [0.8225, -0.7084, -4.1610], [3.0782, -0.5436, -2.5785], [2.3633, 1.6947, 3.8261], [3.3579, -1.5709, -1.1845], [4.9262, 0.2857, 1.1649], [0.7181, 1.9847, -3.5307], [3.0655, -1.6707, 3.0992], [3.3153, 1.4316, 3.3678], [-2.2337, -1.5883, -2.9862], [0.9051, 3.5162, 1.8685], [-1.3341, -3.3059, 0.8918], [-2.3728, 1.6941, 1.1461], [0.2573, -0.6434, -1.9791], [2.3289, -4.1952, 1.4620], [-4.2149, -2.0961, -2.7258], [-1.9723, 3.8454, -0.3122], [-4.7925, -0.1042, 0.2680], [-0.0232, -3.4715, 3.0388], [2.1051, -3.3322, 0.8280], [0.2488, -2.0347, 4.0151], [-0.8246, 0.1569, -0.7948], [2.1553, 0.9636, 4.6091], [-0.5244, 1.9433, 4.5909], [4.6602, -0.5536, -1.8025], [-3.3523, -2.0666, 1.3748], [1.2493, 4.2267, 2.6241], [-3.5976, -1.2882, -3.1417], [-3.3637, 2.7941, -0.5770], [4.3232, 1.9313, 1.4065], [-2.2839, -3.1219, -0.6294], [-1.4592, -2.7401, -0.0295], [-0.8940, 2.2422, 0.8146], [-1.5150, 1.9959, 3.1514], [1.6523, 2.6230, -1.4243], [-0.7700, -2.8745, -3.5693], [-0.1169, 1.3266, -3.2810], [-2.3217, 2.9814, -2.9544], [5.3700, 1.5655, 0.0382], [2.8569, -0.9499, 3.8869], [-2.2774, 2.8308, -0.5746], [-4.4494, -1.5620, -0.6719], [-3.3781, 0.8537, -3.0068], [3.5844, -0.5953, -1.6148], [-1.7827, 2.5243, -1.9733], [-2.8876, -0.3958, 1.6837], [-3.8687, -1.1902, -4.1994], [3.9576, -1.3403, 2.5663], [-1.7277, -1.3566, 0.3146], [2.4757, 2.6690, 4.3076], [3.2683, 3.2136, -1.0344], [-0.5448, -2.7510, -0.6144], [1.6130, -1.9130, 1.9490], [-1.8355, -2.7372, -3.7281]],
  "atomic_forces_ev_per_a": [[0.0, 0.0, 0.1], [0.0, 0.0, 0.0], [0.0, 0.0, 0.0], [-0.4, 0.2, -0.6], [0.0, 0.0, 0.0], [0.0, 0.0, 0.0], [0.0, 0.0, 0.0], [0.1, 0.4, -0.1], [0.0, 0.0, 0.0], [-0.1, 0.1, 0.1], [0.0, 0.0, 0.0], [-0.1, 0.0, 0.0], [0.0, 0.0, 0.0], [0.5, 0.3, 0.4], [-0.1, 0.0, -0.1], [0.0, 0.0, 0.0], [0.0, 0.0, 0.0], [0.0, 0.0, 0.0], [0.0, 0.0, 0.0], [0.0, 0.0, 0.0], [0.0, 0.0, 0.0], [0.0, 0.0, 0.0], [0.1, -0.1, 0.0], [0.0, 0.0, 0.0], [0.0, 0.0, 0.0], [0.0, 0.0, 0.0], [0.0, -0.1, 0.1], [0.0, 0.0, 0.0], [0.0, 0.0, 0.0], [0.0, 0.0, 0.0], [0.0, 0.0, 0.0], [0.0, 0.0, 0.0], [0.0, 0.0, 0.0], [0.0, 0.0, 0.0], [0.1, 0.0, 0.0], [0.0, 0.0, 0.0], [0.0, 0.0, 0.0], [0.0, -0.1, 0.0], [0.3, -0.1, -1.0], [0.0, 0.0, 0.0], [0.0, 0.0, 0.0], [0.0, 0.0, 0.0], [0.0, 0.0, 0.0], [0.0, 0.0, 0.0], [0.0, 0.0, 0.0], [0.0, 0.0, 0.0], [-0.7, -0.5, 1.2], [0.0, 0.0, 0.0], [0.0, 0.0, 0.0], [0.0, 0.0, 0.0], [0.0, 0.0, 0.0], [0.0, 0.0, 0.0], [0.0, 0.0, 0.0], [0.0, 0.0, 0.0], [0.0, 0.0, 0.0], [0.0, 0.0, 0.0], [-0.1, 0.1, 0.0], [0.0, 0.0, 0.0], [0.0, 0.0, 0.0], [0.0, 0.0, 0.0], [0.0, 0.0, 0.0], [-0.1, 0.1, 0.1], [0.1, 0.1, 0.0], [0.0, 0.0, 0.0], [0.0, 0.0, 0.0], [0.0, 0.0, 0.1], [0.1, 0.0, 0.0], [0.0, -0.1, 0.0], [0.0, -0.1, 0.0], [0.4, 0.0, -0.1], [0.0, 0.0, 0.0], [0.0, 0.0, 0.0], [0.0, 0.0, 0.0], [-0.2, -0.5, 0.2], [0.0, 0.0, 0.0], [0.0, 0.0, 0.0], [0.0, 0.0, 0.0], [-0.1, 0.0, -0.1], [0.0, 0.0, 0.0]],
  "lowdin_charge": [-0.213, 0.020, 0.338, -0.078, 0.015, 0.141, 0.046, -0.027, -0.007, -0.109, 0.021, -0.129, -0.525, 0.666, 0.349, 0.037, 0.019, 0.148, 0.104, 0.097, -0.213, -0.208, -0.213, -0.131, -0.212, 0.015, 0.151, 0.021, -0.209, 0.007, 0.023, 0.134, -0.201, 0.013, -0.221, -0.201, 0.097, 0.093, -0.211, 0.043, 0.128, 0.137, 0.147, 0.038, -0.205, 0.036, 0.893, 0.028, 0.041, 0.043, 0.148, 0.041, -0.191, 0.134, 0.018, 0.110, -0.012, 0.002, 0.012, -0.004, 0.091, -0.078, 0.095, 0.042, 0.007, -0.101, 0.129, 0.120, -0.192, -0.518, 0.124, 0.146, 0.025, -0.362, 0.041, 0.034, 0.085, 0.338, -0.061],
  "orbital_gap_ev": 7.9,
  "charge": 1,
  "e_tot_ha": -5107.9194,
  "max_force_ev_per_a": 1.435,
  "lumo_energy_ha": -0.1135
}

4.
{
  "formula": "C20H20MgN2O2P",
  "method": "ωB97M-V/def2-TZVPD",
  "species": ["C", "H", "C", "C", "O", "C", "C", "H", "C", "H", "C", "N", "H", "C", "C", "N", "C", "H", "P", "H", "H", "C", "H", "C", "O", "H", "C", "C", "H", "H", "H", "C", "H", "C", "H", "Mg", "H", "H", "C", "C", "H", "C", "H", "H", "H", "C"],
  "positions_angstrom": [[-2.1868, -3.4853, -2.1607], [4.3258, 1.3761, -2.4079], [1.4880, 3.2717, -0.6136], [2.5599, 4.7849, 4.6464], [-1.0598, -1.3518, -1.0158], [3.4395, 4.4198, 3.6334], [2.9722, 3.0355, -2.4900], [3.5242, 0.5873, -0.2140], [1.9522, 3.7216, -1.8360], [-2.2455, 0.0875, 1.7614], [3.1633, -0.1498, 2.9000], [-1.5491, -0.5921, 1.4766], [4.5058, -1.5828, 3.7645], [2.1758, 0.0397, 1.9396], [3.7406, -1.4064, 3.0195], [-2.1743, -1.7154, 0.9231], [3.0726, 1.4590, -0.6703], [-0.9739, -0.8607, 2.2707], [1.3149, 1.5956, 1.5990], [3.4835, 0.6605, 3.5449], [3.8032, -3.4079, 2.2679], [0.9231, 3.2514, 3.7864], [3.3307, 3.3842, -3.4494], [3.5270, 1.9083, -1.9081], [-2.4762, -3.0825, -0.7939], [4.4171, 4.8793, 3.5718], [3.0634, 3.4690, 2.6990], [1.8021, 2.8772, 2.7740], [0.6183, 4.4924, 5.5090], [0.6932, 3.8132, -0.1109], [1.5193, 4.6065, -2.2838], [2.0496, 2.1381, -0.0082], [-1.1478, -3.7924, -2.2331], [1.3037, 4.2025, 4.7239], [2.0856, -3.0455, 0.5687], [0.1874, -0.1368, -0.0773], [-2.3946, -2.6624, -2.8373], [3.7472, 3.1906, 1.9055], [3.3423, -2.4324, 2.1736], [2.3587, -2.2158, 1.2131], [-2.8514, -4.3198, -2.3470], [-1.8631, -2.0247, -0.3475], [-0.0617, 2.8030, 3.8423], [-2.8083, -2.2974, 1.4487], [2.8550, 5.5311, 5.3723], [1.7171, -0.9788, 1.0727]],
  "atomic_forces_ev_per_a": [[0.0, 0.0, 0.1], [0.0, 0.0, 0.0], [0.0, -0.1, 0.1], [0.0, 0.0, 0.0], [-0.1, 0.0, -0.2], [0.0, 0.0, 0.0], [-0.1, 0.0, 0.0], [0.0, 0.0, 0.0], [0.1, 0.0, -0.1], [0.0, 0.1, 0.0], [0.0, 0.0, 0.0], [0.0, -0.1, -0.1], [0.0, 0.0, 0.0], [0.0, 0.0, 0.0], [0.0, 0.0, 0.0], [0.0, 0.0, 0.0], [0.1, 0.1, 0.0], [0.0, 0.0, 0.0], [-0.1, 0.1, -0.4], [0.0, 0.0, 0.0], [0.0, 0.0, 0.0], [0.0, 0.0, 0.0], [0.0, 0.0, 0.0], [0.0, 0.0, 0.1], [-0.1, 0.0, 0.0], [0.0, 0.0, 0.0], [0.0, 0.0, 0.0], [0.1, 0.0, 0.0], [0.0, 0.0, 0.0], [0.0, 0.0, 0.0], [0.0, 0.0, 0.0], [0.0, 0.0, 0.1], [0.0, 0.0, 0.0], [0.0, 0.0, 0.0], [0.0, 0.0, 0.0], [-0.2, -0.2, 0.5], [0.0, 0.0, 0.0], [0.0, 0.0, 0.0], [0.0, 0.0, 0.0], [-0.1, 0.0, -0.1], [0.0, 0.0, 0.0], [0.2, 0.1, -0.2], [0.0, 0.0, 0.0], [0.0, 0.0, 0.0], [0.0, 0.0, 0.0], [0.4, 0.0, 0.2]],
  "nbo_charge": [-0.256, 0.228, -0.256, -0.178, -0.812, -0.201, -0.194, 0.237, -0.190, 0.393, -0.155, -0.707, 0.223, -0.434, -0.224, -0.457, -0.251, 0.405, 0.687, 0.213, 0.221, -0.214, 0.228, -0.206, -0.465, 0.227, -0.220, -0.276, 0.226, 0.222, 0.227, -0.297, 0.206, -0.205, 0.200, 1.700, 0.207, 0.223, -0.206, -0.228, 0.221, 0.917, 0.213, 0.418, 0.227, -0.636],
  "orbital_gap_ev": 8.0,
  "charge": 1,
  "e_tot_ha": -1575.3892,
  "max_force_ev_per_a": 0.578,
  "lumo_energy_ha": -0.1073
}

Number 1: highest occupied orbital energy -9.16 eV. Number 2: highest occupied orbital energy -6.22 eV. Number 3: highest occupied orbital energy -11.02 eV. Number 4: highest occupied orbital energy -10.92 eV.